{
  "formula": "C15H24AuNS3",
  "method": "wB97M-V/def2-TZVPD",
  "symbols": ["Au", "C", "C", "S", "C", "C", "S", "C", "C", "S", "H", "H", "H", "H", "H", "H", "H", "H", "H", "H", "H", "H", "C", "N", "C", "C", "C", "C", "C", "C", "C", "C", "H", "H", "H", "H", "H", "H", "H", "H", "H", "H", "H", "H"],
  "coordinates": [[-0.53544, -0.36849, 0.34555], [-1.02196, -3.51739, 0.94248], [-2.05435, -3.31910, -0.15739], [-2.56442, -1.57548, -0.37508], [-2.45315, -1.38881, -2.18672], [-1.09565, -1.63891, -2.85936], [0.28029, -0.64343, -2.19067], [1.53651, -1.88225, -1.78214], [1.12736, -3.01996, -0.86200], [0.51600, -2.53869, 0.79028], [-0.73109, -4.56770, 0.98886], [-1.41624, -3.24555, 1.92160], [-2.95133, -3.88189, 0.09947], [-1.70344, -3.68988, -1.11690], [-2.80653, -0.37256, -2.36390], [-3.19586, -2.06162, -2.61871], [-1.18981, -1.37928, -3.91276], [-0.81070, -2.68776, -2.81847], [2.34903, -1.29662, -1.34863], [1.90858, -2.31286, -2.71123], [2.01057, -3.63428, -0.68225], [0.37956, -3.66576, -1.31684], [-1.57702, 2.23922, -0.20123], [-0.66377, 3.18750, 0.00534], [-0.74960, 4.08541, 1.15264], [0.70188, 2.79719, -0.44622], [1.37353, 2.05156, 0.68663], [2.20135, 2.84157, 1.49980], [2.82793, 2.35383, 2.64057], [2.61672, 1.05023, 2.98968], [1.78250, 0.23135, 2.20317], [1.12270, 0.74767, 1.11557], [-2.59743, 2.50620, 0.06477], [-1.29277, 1.28153, 0.62508], [-1.52684, 1.81553, -1.19558], [-1.73907, 4.53375, 1.18583], [-0.01698, 4.87825, 1.04522], [-0.54916, 3.50817, 2.05838], [1.27740, 3.69110, -0.65733], [0.61820, 2.19477, -1.34837], [2.39547, 3.86377, 1.18850], [3.48713, 2.98526, 3.21936], [3.08715, 0.63868, 3.87366], [1.64269, -0.79426, 2.50934]],
  "forces_ev_per_angstrom": [[0.606, 0.783, 0.593], [0.045, 0.010, -0.114], [0.056, 0.060, 0.184], [0.269, -0.021, -0.095], [0.201, -0.056, -0.099], [-0.131, 0.123, 0.218], [-0.069, 0.002, -0.245], [-0.041, 0.129, 0.017], [0.090, -0.198, 0.127], [-0.244, 0.149, -0.198], [0.022, -0.010, 0.006], [-0.002, 0.017, 0.011], [-0.016, 0.002, 0.011], [0.000, 0.005, -0.022], [0.026, 0.018, -0.042], [-0.034, 0.025, 0.017], [-0.049, -0.013, -0.030], [-0.016, -0.028, -0.002], [0.011, -0.011, -0.007], [0.007, -0.009, -0.022], [-0.022, -0.025, 0.034], [-0.001, 0.013, -0.015], [-0.786, 0.325, -0.570], [1.603, 0.145, -0.475], [-0.150, -0.312, -0.096], [-0.721, 0.191, 0.308], [-0.005, 0.017, 0.689], [0.324, -0.062, -0.265], [-0.174, 0.475, -0.501], [-0.246, -1.024, -0.176], [0.342, -0.227, 0.827], [-0.610, 0.530, -0.494], [0.005, -0.229, 0.389], [-0.042, -0.807, -0.114], [0.022, -0.249, -0.018], [-0.050, -0.071, 0.061], [0.085, 0.007, 0.001], [-0.038, 0.237, 0.199], [-0.017, 0.099, -0.127], [-0.089, 0.081, -0.055], [-0.013, -0.064, 0.001], [-0.059, 0.055, 0.020], [-0.038, -0.100, -0.062], [-0.053, 0.020, 0.132]],
  "mulliken_charge": [0.32, -0.86, -0.53, -0.08, -0.71, -0.75, -0.05, -0.92, -0.61, -0.15, 0.48, 0.42, 0.52, 0.35, 0.41, 0.50, 0.52, 0.41, 0.41, 0.54, 0.55, 0.41, -0.75, 0.27, -0.89, -1.33, 1.26, -0.76, -0.80, -0.78, -0.64, 0.83, 0.32, 0.12, 0.43, 0.34, 0.33, 0.38, 0.50, 0.27, 0.42, 0.45, 0.43, 0.42],
  "total_charge": 2,
  "lumo_energy_ha": -0.31122,
  "gap_ev": 6.7,
  "energy_ha": -1970.34041,
  "homo_energy_ev": -15.1193,
  "max_force_ev_per_a": 1.68
}